Entry 1:
C4H9ClN2O2S in the gas phase at a distorted geometry. Source: the OMol25 dataset; level of theory: ωB97M-V/def2-TZVPD.

For the LUMO energy (alpha / beta), the calculation gives 0.523 / -2.683 eV. The energy relative to the best compared isomer or geometry (same formula, charge and spin) is 0.908 eV. As for the total energy: -34720.7504 eV. The value obtained for the HOMO-LUMO gap (alpha / beta) is 5.19 / 7.06 eV. As for the highest occupied orbital energy (alpha / beta): -4.7 / -9.7 eV.

ORCA input file:
```
! RIJCOSX wB97M-V def2-TZVPD def2/J DEFGRID3
* xyz 0 3
C -0.58319 -1.28425 -0.30818
C -1.30819 1.13818 -1.14381
C -0.52429 0.27305 -0.18840
C 1.90648 -0.08662 0.50893
N -0.74047 -1.85727 0.87719
N 0.86238 0.68433 -0.32446
O -0.68595 -1.92144 -1.33855
O -2.63999 1.16754 -0.83494
S 3.57565 0.41249 0.13668
Cl 1.33738 -0.06041 2.33653
H -0.91752 2.20209 -0.95867
H -0.97089 1.04221 -2.21418
H -0.97658 0.35675 0.83306
H 1.66057 -1.13943 0.27389
H -0.75357 -1.30211 1.76345
H -0.57371 -2.85189 0.83668
H 0.97248 1.65554 -0.10031
H -3.10607 0.64415 -1.50298
H 3.46548 0.92709 1.34805
*
```

=====

Entry 2:
2 unconnected molecules or ions with the total composition C4H9ClN2S at a distorted geometry. Source: the OMol25 dataset; level of theory: ωB97M-V/def2-TZVPD.

For the LUMO energy (alpha / beta), the calculation gives -0.118 / -0.111 eV. The energy relative to the best compared isomer or geometry (same formula, charge and spin) is 3.619 eV. As for the total energy: -30627.5321 eV. The value obtained for the HOMO-LUMO gap (alpha / beta) is 7.68 / 7.46 eV. As for the highest occupied orbital energy (alpha / beta): -7.8 / -7.6 eV.

ORCA input file:
```
! RIJCOSX wB97M-V def2-TZVPD def2/J DEFGRID3
* xyz 0 1
C 2.67963 0.82631 -0.19354
C 0.00933 0.06587 0.97886
C -1.23257 -1.50004 -0.36545
C -0.15377 -0.34158 -0.41620
N 2.18332 2.02581 -0.27817
N 1.09773 -0.71030 -1.01796
S 3.84793 -0.05989 0.39771
Cl 1.79960 -2.01568 -0.32918
H -0.93799 0.64921 1.15545
H 0.14540 -0.78781 1.62501
H 0.79061 0.77655 1.08033
H -2.23403 -1.13423 -0.46946
H -1.03783 -2.00115 0.53707
H -0.92368 -2.19415 -1.17368
H -0.67097 0.41352 -1.05158
H 1.54620 2.04166 -1.03812
H 2.89872 2.74317 -0.18021
*
```

=====

Entry 3:
C4H9ClO2 in the gas phase at a distorted geometry. Source: the OMol25 dataset; level of theory: ωB97M-V/def2-TZVPD.

For the LUMO energy (alpha / beta), the calculation gives 0.701 / -3.815 eV. The energy relative to the best compared isomer or geometry (same formula, charge and spin) is 2.692 eV. As for the total energy: -20903.6584 eV. The value obtained for the HOMO-LUMO gap (alpha / beta) is 5.11 / 6.01 eV. As for the highest occupied orbital energy (alpha / beta): -4.4 / -9.8 eV.

ORCA input file:
```
! RIJCOSX wB97M-V def2-TZVPD def2/J DEFGRID3
* xyz 0 3
C 0.11359 -0.61243 1.37060
C 1.86205 1.20440 -0.36684
C 0.02895 -0.26173 -0.17752
C -1.47373 -0.23559 -0.66134
O -1.88870 -1.47401 -0.53123
O 0.44281 1.07530 -0.41559
Cl -2.47032 1.05235 0.36859
H -0.69321 -0.27296 1.96168
H 1.18625 -0.37412 1.54709
H 0.15132 -1.78881 1.50001
H 2.09042 2.23732 -0.79506
H 2.31732 0.51534 -1.08846
H 2.11734 1.20048 0.77608
H 0.58591 -1.00086 -0.86176
H -1.60516 0.37152 -1.64067
H -2.76482 -1.63620 -0.98558
*
```

=====

Entry 4:
C4H9ClS in the gas phase at a distorted geometry. Source: the OMol25 dataset; level of theory: ωB97M-V/def2-TZVPD.

For the LUMO energy (alpha / beta), the calculation gives 0.662 / -3.251 eV. The energy relative to the best compared isomer or geometry (same formula, charge and spin) is 1.455 eV. As for the total energy: -27645.5745 eV. The value obtained for the HOMO-LUMO gap (alpha / beta) is 4.91 / 7.25 eV. As for the highest occupied orbital energy (alpha / beta): -4.2 / -10.5 eV.

ORCA input file:
```
! RIJCOSX wB97M-V def2-TZVPD def2/J DEFGRID3
* xyz 0 3
C -0.91672 1.24495 -0.25141
C -0.91231 -1.29998 0.21517
C -0.35572 -0.11631 -0.53586
C 1.19497 -0.13521 -0.20194
S 1.53937 0.37748 1.49994
Cl 2.13035 0.90599 -1.37535
H -1.02227 1.44304 0.88778
H -0.23123 2.07047 -0.47787
H -1.84464 1.19386 -0.79227
H -1.01900 -1.10735 1.33300
H -0.34122 -2.24787 0.32243
H -2.01179 -1.48671 -0.03124
H -0.48427 -0.27536 -1.62602
H 1.53407 -1.23238 -0.37313
H 2.74042 0.66537 1.40677
*
```